[1]
Here is a molecular structure, C27H43ClN2PSi3Yb in a non-equilibrium geometry from the Open Molecules 2025 dataset. Energies are from the ωB97M-V functional and the def2-TZVPD basis.

Structure (XYZ):
```
78
Properties=species:S:1:pos:R:3:lowdin_spin:R:1
Yb -16.633 -6.881 -5.509 0.974
C -19.017 -6.967 -9.684 0.000
Si -17.432 -6.412 -8.729 0.001
C -16.675 -7.995 -8.136 0.001
C -16.400 -5.778 -10.198 0.000
C -17.558 -5.264 -7.348 0.012
Si -16.279 -3.879 -7.088 0.003
C -14.476 -4.556 -7.217 0.000
C -16.581 -2.450 -8.374 0.002
C -16.188 -2.920 -5.490 0.000
Si -19.235 -4.782 -6.748 0.003
C -20.855 -5.607 -7.257 0.000
C -19.698 -2.954 -6.912 0.002
C -19.330 -5.072 -4.844 0.001
C -20.506 -4.781 -4.195 0.000
C -20.689 -5.163 -2.865 0.000
C -19.655 -5.813 -2.251 0.000
C -18.472 -6.089 -2.894 0.000
N -18.328 -5.843 -4.227 0.000
H -18.710 -7.544 -10.573 0.000
H -19.551 -6.025 -9.936 0.000
H -19.585 -7.757 -9.119 0.000
H -16.532 -8.560 -9.071 0.001
H -17.293 -8.570 -7.466 0.000
H -15.646 -8.028 -7.734 0.000
H -16.546 -6.420 -11.112 0.000
H -15.281 -5.768 -9.958 0.000
H -16.666 -4.779 -10.534 0.000
H -14.084 -4.871 -8.182 0.000
H -14.377 -5.401 -6.586 0.000
H -13.724 -3.873 -6.833 0.000
H -16.284 -1.501 -8.036 0.000
H -17.587 -2.288 -8.734 0.000
H -15.907 -2.646 -9.228 0.000
H -16.011 -3.403 -4.514 0.000
H -17.005 -2.242 -5.298 0.000
H -15.319 -2.243 -5.578 0.000
H -20.841 -6.707 -7.220 0.000
H -21.006 -5.299 -8.346 0.000
H -21.758 -5.275 -6.703 0.000
H -19.050 -2.233 -6.463 0.000
H -20.703 -2.858 -6.458 0.000
H -19.869 -2.745 -7.981 0.000
H -21.300 -4.240 -4.713 0.000
H -21.673 -5.158 -2.397 0.000
H -19.801 -6.031 -1.197 0.000
H -17.682 -6.692 -2.395 0.000
C -14.749 -7.315 -1.679 0.000
P -14.145 -6.869 -3.396 -0.001
C -12.772 -8.110 -3.462 0.000
C -13.202 -5.343 -2.979 0.000
C -11.959 -5.057 -3.579 0.000
C -11.198 -3.941 -3.179 0.000
C -11.776 -2.925 -2.438 0.000
C -13.018 -3.150 -1.895 0.000
C -13.773 -4.341 -2.182 0.000
H -15.781 -6.977 -1.362 0.000
H -14.177 -6.823 -0.888 0.000
H -14.693 -8.394 -1.638 0.000
H -11.930 -7.768 -2.855 0.000
H -12.323 -8.215 -4.492 0.000
H -13.209 -9.099 -3.157 0.000
H -11.649 -5.828 -4.288 0.000
H -10.159 -3.868 -3.505 0.000
H -11.206 -1.988 -2.201 0.000
H -13.454 -2.441 -1.189 0.000
H -14.688 -4.617 -1.638 0.000
Cl -14.748 -11.217 -2.477 0.000
C -16.146 -10.322 -3.142 0.000
C -17.351 -10.422 -2.455 0.000
C -18.428 -9.707 -3.011 0.000
C -18.361 -9.134 -4.277 0.000
N -17.173 -8.989 -4.975 0.000
C -16.099 -9.707 -4.442 0.000
H -17.373 -11.003 -1.578 0.000
H -19.379 -9.619 -2.540 0.000
H -19.281 -8.730 -4.696 0.000
H -15.185 -9.782 -5.040 0.000
```

Properties
**Spin multiplicity**: 2
**HOMO level (spin up / spin down)**: -0.497 / -0.496 Ha
**Orbital gap (spin up / spin down)**: 6.51 / 5.66 eV
**Relative energy (zero: lowest compared OMol25 entry of this formula, charge and spin)**: 9.7 kcal per mole
**E_LUMO (spin up / spin down)**: -7.0 / -7.8 eV
**Total charge**: +2
**⟨S²⟩**: 0.75

[2]
Here is a molecular structure, C27H43IN5PW from the Open Molecules 2025 dataset. Energies are from the ωB97M-V functional and the def2-TZVPD basis.

Structure (XYZ):
```
78
Properties=species:S:1:pos:R:3:mulliken_charge:R:1
W 0.185 0.116 -0.061 0.110
I -0.677 -2.116 -1.394 0.054
C 1.197 -2.324 -2.355 0.550
C 1.469 -3.435 -3.099 -0.584
C 2.710 -3.518 -3.763 -0.629
C 3.601 -2.488 -3.673 -0.944
C 3.310 -1.331 -2.912 0.839
C 4.209 -0.241 -2.868 -0.740
C 3.900 0.893 -2.170 -1.159
C 2.692 0.959 -1.448 -0.344
C 1.782 -0.080 -1.411 0.067
C 2.084 -1.238 -2.203 0.813
H 0.754 -4.240 -3.196 0.428
H 2.935 -4.396 -4.351 0.427
H 4.547 -2.538 -4.197 0.435
H 5.141 -0.314 -3.414 0.451
H 4.580 1.734 -2.161 0.420
H 2.496 1.870 -0.882 0.372
C 2.392 0.580 5.271 -1.734
C 2.095 0.783 3.777 1.727
C 3.376 1.310 3.107 -1.782
C 1.012 1.863 3.628 -1.559
P 1.552 -0.789 2.927 0.487
N 0.891 -0.305 1.496 0.518
C 0.149 -1.639 3.830 1.783
C -0.651 -2.562 2.894 -1.450
C 0.645 -2.457 5.033 -1.836
C -0.856 -0.582 4.323 -1.878
C 2.965 -1.919 2.469 2.029
C 3.842 -1.271 1.377 -1.996
C 3.848 -2.285 3.666 -1.753
C 2.395 -3.211 1.859 -1.768
H 2.733 1.539 5.664 0.520
H 3.184 -0.144 5.453 0.309
H 1.518 0.292 5.849 0.304
H 3.589 2.294 3.523 0.649
H 3.269 1.419 2.025 0.284
H 4.237 0.683 3.316 0.274
H 1.465 2.825 3.869 0.523
H 0.176 1.717 4.309 0.321
H 0.625 1.926 2.609 0.188
H -0.080 -3.400 2.505 0.306
H -1.076 -2.008 2.058 0.170
H -1.477 -2.973 3.474 0.545
H 1.214 -3.333 4.736 0.325
H -0.232 -2.810 5.577 0.509
H 1.243 -1.871 5.728 0.338
H -1.217 0.044 3.507 0.332
H -0.467 0.055 5.113 0.261
H -1.714 -1.116 4.733 0.631
H 4.585 -0.591 1.781 0.304
H 3.255 -0.751 0.624 0.442
H 4.381 -2.072 0.870 0.593
H 4.378 -1.425 4.066 0.333
H 4.604 -2.985 3.307 0.517
H 3.306 -2.775 4.472 0.296
H 1.751 -3.003 1.002 0.304
H 1.858 -3.825 2.577 0.314
H 3.236 -3.803 1.500 0.642
C -2.123 5.644 -2.111 -1.394
C -3.463 5.025 -1.741 0.784
C -3.736 5.103 -0.243 -1.437
C -3.612 3.600 -2.274 -1.059
N -2.688 2.654 -1.624 0.574
C -2.863 1.924 -0.508 -0.174
N -1.744 1.283 -0.279 -0.220
N -0.914 1.648 -1.280 0.480
N -1.462 2.465 -2.090 -1.173
H -2.086 6.678 -1.773 0.419
H -1.958 5.636 -3.188 0.380
H -1.290 5.119 -1.638 0.271
H -4.255 5.577 -2.258 0.301
H -2.937 4.634 0.338 0.297
H -4.687 4.641 0.028 0.358
H -3.780 6.144 0.073 0.420
H -3.386 3.524 -3.337 0.350
H -4.608 3.198 -2.091 0.467
H -3.768 1.891 0.072 0.472
```

Properties
**HOMO level (spin up / spin down)**: -0.489 / -0.490 Ha
**Orbital gap (spin up / spin down)**: 6.81 / 6.82 eV
**Relative energy (zero: lowest compared OMol25 entry of this formula, charge and spin)**: 11.7 kcal per mole
**E_LUMO (spin up / spin down)**: -6.5 / -6.5 eV
**Total charge**: +2

[3]
Here is a molecular structure, C27H44AsBMoN14Si in a non-equilibrium geometry from the Open Molecules 2025 dataset. Energies are from the ωB97M-V functional and the def2-TZVPD basis.

Structure (XYZ):
```
89
Properties=species:S:1:pos:R:3:lowdin_spin:R:1
Mo -0.711 -0.109 -0.380 1.719
B -2.372 1.955 -2.811 0.003
N -1.325 0.969 -3.414 0.002
C -1.080 0.730 -4.705 0.005
C -0.077 -0.219 -4.808 0.003
C 0.236 -0.524 -3.490 0.006
N -0.504 0.210 -2.648 0.006
N -3.256 1.187 -1.793 0.006
C -4.586 1.199 -1.733 0.012
C -4.996 0.694 -0.511 0.006
C -3.813 0.377 0.131 0.013
N -2.760 0.676 -0.638 0.006
H -1.818 2.841 -2.212 0.001
H -3.072 2.355 -3.712 0.000
H -1.652 1.241 -5.462 0.000
H 0.343 -0.649 -5.701 0.000
H 0.956 -1.233 -3.114 0.000
H -5.154 1.587 -2.563 0.001
H -6.002 0.554 -0.154 0.000
H -3.668 -0.088 1.085 0.001
N 0.244 -3.389 -1.499 0.012
C -1.065 -2.998 -1.684 0.007
N -1.916 -3.715 -2.366 0.005
N -3.072 -3.000 -2.304 0.009
N -2.916 -1.931 -1.628 0.006
N -1.610 -1.891 -1.175 0.009
C 1.204 -2.605 -0.933 0.016
N 2.466 -2.959 -0.820 0.002
N 3.069 -1.883 -0.254 0.024
N 2.232 -0.947 -0.041 0.007
N 0.985 -1.376 -0.456 0.033
H 0.531 -4.259 -1.914 0.000
C -2.260 0.092 3.317 -0.006
Si -1.115 -0.996 2.263 0.015
C 0.508 -0.958 3.291 0.005
C 0.224 -0.919 4.805 0.001
C 1.429 -2.154 3.009 0.000
C 1.255 0.335 2.967 0.004
C -1.932 -2.744 2.316 0.006
C -1.131 -3.827 1.589 0.000
C -3.349 -2.708 1.729 0.000
C -2.067 -3.208 3.775 0.001
H -2.546 -0.451 4.219 -0.001
H -3.177 0.424 2.829 0.000
H -1.722 0.978 3.661 0.000
H -0.337 -1.776 5.169 0.000
H -0.310 -0.016 5.105 0.000
H 1.187 -0.913 5.332 0.000
H 1.041 -3.067 3.463 0.000
H 2.416 -1.966 3.450 0.000
H 1.582 -2.347 1.947 0.000
H 0.656 1.223 3.200 0.000
H 1.552 0.372 1.925 0.003
H 2.171 0.398 3.571 0.000
H -0.926 -3.572 0.560 0.000
H -1.712 -4.758 1.580 0.000
H -0.181 -4.040 2.077 0.000
H -3.379 -2.410 0.683 0.000
H -4.007 -2.046 2.305 0.000
H -3.780 -3.715 1.788 0.000
H -1.102 -3.410 4.237 0.000
H -2.626 -4.152 3.776 0.000
H -2.617 -2.508 4.407 0.000
N -1.119 2.400 1.506 0.046
C -0.917 1.374 0.967 0.025
H -1.484 2.738 2.379 0.002
C 0.659 3.409 -1.378 0.002
As 1.277 1.688 -0.738 -0.014
C 2.377 2.303 0.725 -0.002
C 2.570 1.257 -2.151 -0.004
C 3.679 2.265 -2.229 -0.001
C 3.587 3.364 -3.078 -0.001
C 4.610 4.300 -3.141 0.000
C 5.744 4.145 -2.355 -0.001
C 5.853 3.044 -1.515 0.000
C 4.828 2.112 -1.454 -0.001
H 1.522 4.070 -1.394 0.000
H -0.107 3.809 -0.720 0.000
H 0.244 3.305 -2.375 0.000
H 2.983 3.117 0.336 -0.001
H 3.011 1.506 1.098 0.000
H 1.732 2.669 1.520 0.000
H 1.984 1.241 -3.064 0.000
H 2.951 0.258 -1.956 0.000
H 2.704 3.487 -3.698 0.000
H 4.524 5.148 -3.808 0.000
H 6.544 4.873 -2.404 0.000
H 6.741 2.908 -0.911 0.000
H 4.919 1.248 -0.803 0.000
```

Properties
**Spin multiplicity**: 3
**HOMO level (spin up / spin down)**: -0.310 / -0.310 Ha
**Orbital gap (spin up / spin down)**: 7.96 / 6.80 eV
**E_LUMO (spin up / spin down)**: -0.5 / -1.6 eV
**Total charge**: 0
**⟨S²⟩**: 2.02

[4]
Here is a molecular structure, C27H44BMgN12 in a non-equilibrium geometry from the Open Molecules 2025 dataset. Energies are from the ωB97M-V functional and the def2-TZVPD basis.

Structure (XYZ):
```
85
Properties=species:S:1:pos:R:3:mulliken_charge:R:1
Mg 0.520 -0.572 0.015 1.857
C 0.652 -2.601 -4.824 -1.815
C 0.164 -1.816 -3.585 1.398
C -1.358 -1.631 -3.621 -0.873
C 0.569 -2.731 -2.450 -0.451
C 1.107 -4.021 -2.571 -0.550
C 1.225 -4.459 -1.315 -0.741
N 0.596 -3.617 -0.451 0.441
N 0.434 -2.415 -1.150 -0.124
B 0.607 -3.615 1.032 -0.521
N 1.942 -2.742 1.579 0.201
C 2.580 -3.097 2.740 -0.720
C 2.721 -1.938 3.478 -1.272
C 2.239 -0.849 2.699 -0.451
N 1.734 -1.315 1.589 1.201
C 2.092 0.564 3.178 1.083
C 3.486 1.143 3.618 -1.599
C 1.284 1.545 2.290 -0.576
N -0.681 -2.977 1.605 0.044
C -1.807 -3.560 2.151 -0.418
C -2.666 -2.575 2.591 -1.335
C -2.023 -1.294 2.104 -0.771
N -0.899 -1.595 1.486 0.390
C -2.542 0.115 2.292 2.366
C -2.267 0.632 3.791 -1.460
C -4.080 0.458 1.995 -1.275
H 1.698 -2.971 -4.847 0.401
H 0.573 -1.982 -5.758 0.400
H -0.035 -3.438 -4.988 0.387
H 0.634 -0.833 -3.473 0.054
H -1.909 -2.579 -3.461 0.312
H -1.586 -1.329 -4.632 0.457
H -1.680 -0.911 -2.861 -0.041
H 1.551 -4.534 -3.425 0.423
H 1.678 -5.380 -0.890 0.442
H 0.834 -4.725 1.450 -0.135
H 2.849 -4.144 2.959 0.455
H 3.151 -1.816 4.432 0.585
H 1.569 0.563 4.234 0.187
H 4.194 1.228 2.808 0.354
H 3.899 0.524 4.437 0.414
H 3.291 2.044 4.148 0.461
H 1.808 1.968 1.385 0.168
H 0.942 2.397 2.946 0.490
H 0.359 1.075 1.895 -0.298
H -1.854 -4.602 2.391 0.438
H -3.519 -2.663 3.216 0.559
H -1.977 0.657 1.529 -1.065
H -3.096 0.213 4.423 0.432
H -2.210 1.706 3.834 0.375
H -1.307 0.270 4.140 0.323
H -4.720 0.226 2.865 0.422
H -4.360 -0.106 1.125 0.403
H -4.156 1.552 1.749 0.144
C 5.893 -0.182 -2.106 -0.955
N 4.474 0.068 -1.756 0.116
C 3.664 0.992 -2.418 -0.685
C 2.446 0.978 -1.791 -0.548
N 2.447 -0.058 -0.882 0.164
C 3.699 -0.561 -0.821 -0.612
H 6.271 -1.038 -1.614 0.353
H 6.565 0.639 -1.905 0.347
H 6.049 -0.342 -3.162 0.369
H 4.019 1.739 -3.164 0.388
H 1.548 1.623 -1.948 0.302
H 3.978 -1.309 -0.098 0.512
C -4.175 4.244 0.116 -1.290
C -3.021 4.813 -0.898 0.328
C -3.511 4.913 -2.333 -1.403
C -1.741 4.076 -0.651 -0.763
N -1.700 2.660 -0.989 0.357
C -2.532 1.871 -1.687 -0.174
N -2.075 0.675 -1.711 -1.082
N -0.905 0.660 -1.043 0.417
N -0.680 1.907 -0.577 -0.317
H -4.913 5.071 0.352 0.412
H -3.739 4.042 1.098 0.372
H -4.747 3.394 -0.236 0.325
H -2.717 5.787 -0.496 0.367
H -4.159 4.090 -2.703 0.316
H -2.681 5.131 -3.033 0.358
H -4.177 5.815 -2.384 0.393
H -1.476 4.142 0.427 0.416
H -0.914 4.663 -1.169 0.299
H -3.442 2.051 -2.320 0.346
```

Properties
**HOMO level**: -0.393 Ha
**Orbital gap**: 8.10 eV
**Relative energy (zero: lowest compared OMol25 entry of this formula, charge and spin)**: 0.0 kcal per mole
**E_LUMO**: -2.6 eV
**Total charge**: +1

Which of these has the lowest total charge?
C27H44AsBMoN14Si